Entry 1:
Molecular formula: C3H3BrN2S
Method: DFT, ωB97M-V/def2-TZVPD

Last column: Löwdin charge in e.
Positions of all 10 atoms, in Å:
C (0.86943, 1.23348, 0.10783)  -0.2339
C (1.77099, 0.19641, -0.24033)  -0.3988
C (-0.68014, -0.31401, -0.23397)  -0.8452
N (-0.42492, 0.93412, 0.15910)  0.0281
N (-1.75172, -0.98464, -0.51357)  -0.5199
S (0.87832, -1.19699, -0.65618)  0.9760
Br (-3.30179, -0.18082, -0.17206)  0.6872
H (1.04681, 2.30280, 0.35400)  0.1230
H (2.84208, 0.40128, -0.34929)  0.0739
H (-1.24905, -2.39162, 1.54446)  0.1096

## Properties
Energy above the lowest of the compared OMol25 structures with the same formula, charge and spin in kJ/mol: 399.1
Net charge: 0
LUMO (alpha / beta) in eV: -0.102 / -2.060
Molar mass in g mol⁻¹: 179.04
Largest force on an atom in eV/A: 1.84

---

Entry 2:
Molecular formula: C3H3BrN4O
Method: DFT, ωB97M-V/def2-TZVPD

Last column: Löwdin charge in e.
Positions of all 12 atoms, in Å:
C (-2.58260, 1.72188, -1.08005)  -0.2196
C (-1.83652, 0.62666, -0.16012)  -0.7047
C (1.57740, -0.16334, 0.04139)  -0.6036
N (-3.36435, 2.38399, -1.56885)  0.1239
N (-0.62374, 0.64186, -0.23478)  0.0393
N (2.29630, -1.26025, 0.43811)  0.1453
N (0.22222, -0.18958, 0.31134)  0.0543
O (1.97892, 0.68762, -0.68431)  0.1047
Br (-3.19393, -0.48213, 0.63436)  0.7093
H (2.35993, -1.76786, 1.36163)  0.1351
H (3.21172, -1.28723, 0.02755)  0.0974
H (-0.04535, -0.91164, 0.91375)  0.1186

## Properties
SMILES: N#C/C(Br)=N/NC(N)=O
Energy above the lowest of the compared OMol25 structures with the same formula, charge and spin in kJ/mol: 0.0
Net charge: 0
LUMO in eV: 0.116
Molar mass in g mol⁻¹: 190.99
Largest force on an atom in eV/A: 5.95

---

- Number 2 is which compound?
  C3H3BrN4O

---

What did the first record say?
Molecular formula: C3H3BrN2S
Method: DFT, ωB97M-V/def2-TZVPD

Last column: Löwdin charge in e.
Positions of all 10 atoms, in Å:
C (0.86943, 1.23348, 0.10783)  -0.2339
C (1.77099, 0.19641, -0.24033)  -0.3988
C (-0.68014, -0.31401, -0.23397)  -0.8452
N (-0.42492, 0.93412, 0.15910)  0.0281
N (-1.75172, -0.98464, -0.51357)  -0.5199
S (0.87832, -1.19699, -0.65618)  0.9760
Br (-3.30179, -0.18082, -0.17206)  0.6872
H (1.04681, 2.30280, 0.35400)  0.1230
H (2.84208, 0.40128, -0.34929)  0.0739
H (-1.24905, -2.39162, 1.54446)  0.1096

## Properties
Energy above the lowest of the compared OMol25 structures with the same formula, charge and spin in kJ/mol: 399.1
Net charge: 0
LUMO (alpha / beta) in eV: -0.102 / -2.060
Molar mass in g mol⁻¹: 179.04
Largest force on an atom in eV/A: 1.84

---

- Among the records above, which one has the lowest energy above the lowest of the compared OMol25 structures with the same formula, charge and spin?
  C3H3BrN4O